1.
# C2H4NPS

C2H4NPS in the gas phase (wB97M-V/def2-TZVPD, the Open Molecules 2025 dataset).

Each line ends with the Löwdin charge.
Atoms and positions in Å:
C -0.6527 1.0429 0.4234  -0.649
N 0.1426 0.4313 1.3819  -0.418
P 0.9052 -0.8753 1.2226  0.910
C 0.5916 -1.1074 -0.6549  -0.674
S -0.6351 0.1426 -1.1704  0.749
H -1.7257 1.1962 0.4949  0.052
H -0.3427 2.1155 0.3085  0.086
H 1.4451 -0.8863 -1.1497  -0.035
H 0.2717 -2.0595 -0.8564  -0.021

## Properties
highest occupied orbital energy = -8.58 eV
total charge = 0
HOMO-LUMO gap = 8.28 eV

2.
# C2H4NPS

C2H4NPS as an isolated structure (wB97M-V/def2-TZVPD, the Open Molecules 2025 dataset).

Each line ends with the Löwdin charge.
Atoms and positions in Å:
C 0.9570 -0.6028 0.7408  -0.558
C -0.0383 0.7628 -0.9366  -0.566
N -1.5907 -1.5568 0.1789  -0.252
P -0.8177 -0.3180 0.4088  0.400
S 1.5538 -0.1719 -0.8172  0.773
H 1.5139 -1.2948 1.4413  0.042
H -0.5123 0.6280 -2.0054  0.084
H 0.1539 1.7522 -0.4762  0.034
H -1.2196 0.8013 1.4656  0.043

## Properties
highest occupied orbital energy (spin up / spin down) = -9.57 / -8.21 eV
total charge = 0
HOMO-LUMO gap (spin up / spin down) = 8.56 / 6.50 eV

3.
# C2H4NPS

C2H4NPS in the gas phase (wB97M-V/def2-TZVPD, the Open Molecules 2025 dataset).

Each line ends with the Löwdin charge.
Atoms and positions in Å:
C 0.4589 -1.2371 -0.0944  -0.535
C -0.0669 1.2965 0.0735  -0.793
N -1.1359 -1.1452 -0.1480  -0.450
P -1.6417 0.3220 -0.1496  0.759
S 1.2841 0.3341 -0.5027  0.788
H 0.5929 -1.4230 1.0495  0.088
H 0.6337 -2.1593 -0.6039  0.047
H 0.0420 2.1773 -0.6824  0.047
H -0.1671 1.8347 1.0581  0.048

## Properties
highest occupied orbital energy (spin up / spin down) = -6.37 / -9.11 eV
total charge = 0
HOMO-LUMO gap (spin up / spin down) = 7.13 / 5.56 eV
2S+1 = 3

4.
# C2H4NS

An isolated ion of composition C2H4NS and charge +1 (wB97M-V/def2-TZVPD, the Open Molecules 2025 dataset).

Each line ends with the Löwdin charge.
Atoms and positions in Å:
N 0.0084 1.1253 0.8996  0.040
C 0.4750 -0.1803 0.6639  -0.034
C -0.0454 -0.8947 -0.6630  -0.475
S -0.5040 -2.1877 -1.4835  0.956
H -0.5751 1.0988 1.7357  0.160
H -0.5661 1.5316 0.1130  0.182
H 0.8737 1.8191 1.2187  0.260
H 0.3334 -2.3120 -2.4843  -0.089

## Properties
highest occupied orbital energy = -14.14 eV
total charge = +1
HOMO-LUMO gap = 8.54 eV

5.
# C2H4NS3

A 2-piece molecular cluster, C2H4NS3 overall (wB97M-V/def2-TZVPD, the Open Molecules 2025 dataset).

Each line ends with the Löwdin charge.
Atoms and positions in Å:
C -0.4223 0.2540 2.0444  -0.614
C 1.1344 3.3006 1.1600  -1.301
N -0.7520 0.6151 0.6320  0.076
S 1.4688 2.7628 -0.2968  0.762
S -0.0372 -1.2721 2.2977  0.888
S 0.7497 3.8675 2.5803  0.808
H -0.5312 0.8745 2.8758  0.032
H -1.3207 1.3852 0.4338  0.122
H -0.7821 -0.3453 0.1652  0.156
H 0.0249 1.0996 -0.0104  0.071

## Properties
highest occupied orbital energy = -13.90 eV
total charge = +1
HOMO-LUMO gap = 8.33 eV

6.
# C2H4NaO2Tl

C2H4NaO2Tl as an isolated structure (wB97M-V/def2-TZVPD, the Open Molecules 2025 dataset).

Each line ends with the Löwdin charge.
Atoms and positions in Å:
H -2.6744 -0.8513 -0.3141  0.123
O -0.1057 -0.0844 -0.8107  -0.487
C -0.8163 -1.1203 -1.4074  -0.396
C -1.9333 -1.6767 -0.4895  -0.333
O -1.4298 -2.1985 0.6922  -0.066
Tl 1.1235 2.8811 -0.5269  0.362
Na 0.8186 0.0335 1.5065  0.481
H -0.1235 -1.9682 -1.6344  0.105
H -1.2771 -0.7571 -2.3532  0.107
H -2.5043 -2.4285 -1.0821  0.104

## Properties
highest occupied orbital energy (spin up / spin down) = -7.76 / -5.48 eV
total charge = 0
HOMO-LUMO gap (spin up / spin down) = 7.07 / 4.53 eV

7.
# C2H4O2

A 2-piece molecular cluster, C2H4O2 overall (wB97M-V/def2-TZVPD, the Open Molecules 2025 dataset).

Each line ends with the Löwdin charge.
Atoms and positions in Å:
C 3.1581 -1.2431 -3.9234  -0.142
O 2.2323 -0.4825 -4.1153  -0.020
H 3.3427 -1.7271 -2.9349  0.081
H 3.8509 -1.5162 -4.7546  0.081
C -3.1453 1.2337 3.9457  -0.135
O -3.8281 1.4923 2.9663  -0.027
H -2.1690 0.7037 3.8387  0.080
H -3.4416 1.5392 4.9774  0.081

## Properties
highest occupied orbital energy = -10.30 eV
total charge = 0
HOMO-LUMO gap = 11.09 eV

8.
# C2H4O2P

An isolated ion of composition C2H4O2P and charge +1 (wB97M-V/def2-TZVPD, the Open Molecules 2025 dataset).

Each line ends with the Löwdin charge.
Atoms and positions in Å:
C 0.6209 0.6417 -0.3893  0.309
C 0.3371 -0.1637 0.7596  -0.234
O -1.0372 -0.4651 -1.5353  -0.342
O -1.0548 -0.3654 0.8689  -0.315
P -1.8899 -0.8291 -0.3877  1.010
H 0.0905 1.5373 -0.7936  0.153
H 1.4362 0.3644 -0.9422  0.093
H 0.9253 -1.1172 0.8273  0.182
H 0.5718 0.3971 1.5922  0.144

## Properties
highest occupied orbital energy = -16.72 eV
total charge = +1
HOMO-LUMO gap = 9.39 eV

9.
# C2H4O2PS

An isolated ion of composition C2H4O2PS and charge -1 (wB97M-V/def2-TZVPD, the Open Molecules 2025 dataset).

Each line ends with the Löwdin charge.
Atoms and positions in Å:
C -1.0763 -0.8911 -1.2097  -0.645
C -0.1434 -0.4141 0.9237  -0.591
O 1.6883 -0.6627 -1.2197  -0.389
O 0.6365 1.5842 -0.7212  -0.305
P 0.4161 -0.1223 -0.7945  0.305
S -1.9118 -0.4479 0.3502  0.541
H -1.5083 -0.4436 -2.0331  -0.088
H 0.1084 -1.5111 1.1926  0.057
H -0.0258 0.4372 1.6820  0.043
H 1.6108 1.6465 -0.4106  0.071

## Properties
highest occupied orbital energy = -2.45 eV
total charge = -1
HOMO-LUMO gap = 6.16 eV

10.
# C2H4O2S

A 2-piece molecular cluster, C2H4O2S overall (wB97M-V/def2-TZVPD, the Open Molecules 2025 dataset).

Each line ends with the Löwdin charge.
Atoms and positions in Å:
C 1.6263 -0.5617 0.5780  -0.201
C -0.7682 0.3837 -0.6947  -0.392
O -2.8944 0.4008 0.5672  -0.564
O 2.5740 -0.1949 -0.0146  0.007
S -1.8309 1.2700 0.0774  0.879
H 0.7022 0.1604 0.6759  0.052
H 1.5268 -1.6754 0.9551  0.114
H -0.0995 0.9685 -1.2448  0.002
H -0.8363 -0.7514 -0.8993  0.104

## Properties
highest occupied orbital energy = -9.52 eV
total charge = 0
HOMO-LUMO gap = 9.03 eV

11.
# C2H4O2S

A 2-piece molecular cluster, C2H4O2S overall (wB97M-V/def2-TZVPD, the Open Molecules 2025 dataset).

Each line ends with the Löwdin charge.
Atoms and positions in Å:
C 1.0880 -0.4818 -0.4507  -0.299
C -0.1805 -0.1698 -1.1318  -0.110
O 3.5039 1.6231 0.6611  -0.710
O 1.2267 -0.9000 0.7279  0.088
S 2.9812 1.6358 -0.7119  0.683
H -0.0867 -0.1500 -2.2173  0.075
H -0.1057 0.8272 -0.7733  0.057
H -1.1866 -0.6800 -0.8531  0.113
H 0.3843 -0.8300 1.1557  0.104

## Properties
highest occupied orbital energy (spin up / spin down) = -7.56 / -7.91 eV
total charge = 0
HOMO-LUMO gap (spin up / spin down) = 6.97 / 7.24 eV

12.
# C2H4O2S

A 2-piece molecular cluster, C2H4O2S overall (wB97M-V/def2-TZVPD, the Open Molecules 2025 dataset).

Each line ends with the Löwdin charge.
Atoms and positions in Å:
C 0.9224 1.5542 0.3072  -0.113
C -0.2917 -1.4757 -0.3886  -0.288
O -1.1469 2.9097 0.9008  -0.519
O 0.6856 -0.9734 0.4476  -0.233
S -0.5920 1.5891 0.7362  0.856
H 1.9448 1.5152 -0.0292  0.032
H -1.3156 -1.3934 -0.0194  0.052
H 0.0787 -2.6012 -0.5035  0.134
H -0.2852 -1.1244 -1.4511  0.078

## Properties
highest occupied orbital energy (spin up / spin down) = -9.52 / -9.51 eV
total charge = 0
HOMO-LUMO gap (spin up / spin down) = 6.77 / 6.76 eV

Number 1: strongest force on any atom 3.6 eV Å⁻¹. Number 2: strongest force on any atom 7.4 eV Å⁻¹. Number 3: strongest force on any atom 5.2 eV Å⁻¹. Number 4: strongest force on any atom 9.9 eV Å⁻¹. Number 5: strongest force on any atom 4.2 eV Å⁻¹. Number 6: strongest force on any atom 2.7 eV Å⁻¹. Number 7: strongest force on any atom 2.0 eV Å⁻¹. Number 8: strongest force on any atom 3.3 eV Å⁻¹. Number 9: strongest force on any atom 3.0 eV Å⁻¹. Number 10: strongest force on any atom 2.9 eV Å⁻¹. Number 11: strongest force on any atom 4.3 eV Å⁻¹. Number 12: strongest force on any atom 3.2 eV Å⁻¹.